# 1
49
Properties=species:S:1:pos:R:3:lowdin_charge:R:1 method="wB97M-V/def2-TZVPD" total_energy_ev=-63927.9672 largest_force_ev_per_a=6.408 multiplicity=3 homo_energy_ev="-19.3 / -19.3" homo_lumo_gap_ha="0.2343 / 0.2268" total_charge=+3 relative_energy_kcal_mol=0.0 lumo_energy_ev="-12.91 / -13.09"
H 2.5586 -1.0223 -3.4053 0.094
H 1.7896 -2.9416 -0.9907 0.090
H -3.9279 -0.3729 1.6316 0.152
N -0.8307 -1.2747 0.6831 -0.212
H -0.1155 1.9225 -3.3299 0.140
H -1.1927 -1.7236 -2.2544 0.070
H 2.9901 3.8675 0.4573 0.085
H 0.0730 -2.9878 -2.0948 0.074
Cl 0.0443 0.2959 2.8700 0.271
C -0.2739 3.0744 0.8332 -0.213
C -3.2041 -2.4382 1.6118 -0.190
C -3.1109 -1.0602 1.4023 0.049
H -0.0516 -3.2108 0.5396 0.120
C -2.1075 -3.2215 1.2522 0.045
H 0.0420 -1.9461 -3.5484 0.097
H -5.1820 -2.2930 2.4159 0.101
H -0.8947 2.6729 0.0262 0.016
P 0.9476 -0.7558 -1.6480 0.765
H 2.4118 -1.7731 0.2266 -0.053
C 1.8699 2.8526 2.6090 -0.246
H -2.1370 -4.3052 1.3447 0.149
H 2.7271 0.5962 -2.6979 0.080
C 1.9970 -0.1553 -3.0292 -0.161
C -0.9283 -2.6250 0.8121 -0.078
O -1.6239 0.4916 -1.4911 0.122
H 3.1193 -1.7827 -1.3829 0.103
H 1.1460 2.5835 3.3871 0.029
Cl 2.9865 -0.3806 1.9321 0.268
P 1.3239 2.2114 0.9750 0.635
C 0.0409 2.0228 -2.2392 -0.032
H -4.1958 -3.5673 3.1534 0.120
W 1.0468 -0.1701 0.6900 0.850
H -4.8616 -3.8051 1.5282 0.118
H 2.8508 2.4425 2.8758 0.060
H 1.1093 2.2287 -2.0929 0.053
H -0.8112 2.9480 1.7814 0.068
H 1.9377 3.9472 2.5286 0.087
H 3.4279 2.2749 -0.2340 0.063
C 2.1625 -1.9147 -0.8534 -0.216
H -1.8180 0.5431 0.8079 0.081
C -0.1448 -1.9753 -2.4638 -0.135
C -0.4195 0.7650 -1.5547 -0.439
C -4.4284 -3.0594 2.2079 0.008
C -1.9298 -0.5280 0.9319 -0.220
H 2.1897 3.2958 -1.0365 0.042
C 2.6028 2.9821 -0.0720 -0.207
H -0.0657 4.1377 0.6518 0.096
H 1.3994 0.2468 -3.8584 0.085
H -0.5392 2.8871 -1.8890 0.118



# 2
60
Properties=species:S:1:pos:R:3:lowdin_charge:R:1 method="wB97M-V/def2-TZVPD" total_energy_ev=-95813.3652 largest_force_ev_per_a=4.329 multiplicity=3 homo_energy_ev="-12.4 / -12.4" homo_lumo_gap_ha="0.2026 / 0.1515" total_charge=+1 lumo_energy_ev="-6.88 / -8.27"
O 2.5773 -0.7219 -11.3882 0.050
C 5.9476 2.4565 -5.1068 -0.069
O 12.6311 3.9208 -15.4530 -0.021
H 10.6636 4.7054 -19.0736 0.097
O 0.4311 -1.4802 -11.6846 -0.038
H 1.1984 -4.3041 -10.5177 0.100
H 11.7950 -2.3317 -15.3382 0.090
H 13.9762 3.1379 -14.2908 0.102
O 11.3869 4.5666 -17.1807 -0.023
O 3.3031 4.7903 -5.3790 0.021
H 10.3661 -2.6226 -16.3462 0.099
C 13.4321 -1.7678 -20.4334 -0.055
O 12.2606 -2.3895 -17.1918 -0.040
Cl 14.5276 1.2099 -6.6361 0.431
H 9.3777 4.9972 -17.8696 0.094
C 11.3626 4.0701 -15.9117 -0.495
H 0.1539 0.4899 -12.3937 0.095
Cl 12.9516 -1.2337 -5.8350 0.462
O 13.1070 -2.4333 -19.2285 0.008
C 1.7809 -1.6912 -11.5420 -0.513
Cl 6.5699 -5.5564 -7.4839 0.472
H 0.1322 0.2915 -10.6407 0.095
H 13.6703 -0.7077 -20.3465 0.104
O 4.9142 3.3502 -4.8333 -0.023
H 15.0241 -1.2170 -6.9322 0.025
C 12.1162 -1.9048 -18.5216 -0.530
C 10.2768 4.4234 -18.0943 -0.019
Cl 7.5639 -5.9488 -10.2902 0.486
O 2.1041 -2.9416 -11.7984 0.021
H 2.0312 5.4955 -3.9509 0.097
C -0.1274 -0.1856 -11.5858 -0.057
H 12.4731 2.1410 -14.2746 0.092
C 12.8863 3.1496 -14.2802 -0.042
H 11.1718 -0.9566 -16.1385 0.089
H 14.3642 -2.2316 -20.7561 0.093
F 8.8602 0.3067 -10.2892 0.002
H 1.6662 -4.8863 -12.1279 0.103
H 10.1060 3.3469 -18.1026 0.097
H 2.8244 4.0056 -3.4084 0.098
H 5.6454 1.6937 -5.8244 0.097
C 1.2592 -4.0406 -11.5736 -0.046
C 7.5836 -4.9169 -8.8383 -0.996
H 12.8182 -2.0069 -21.3017 0.099
H 6.9105 2.8774 -5.3961 0.094
H 7.1909 -3.9447 -9.1362 0.016
H -1.2149 -0.2544 -11.6115 0.096
O 10.3319 3.7546 -15.2373 0.029
H 13.8355 -0.5329 -8.0436 0.018
C 14.1572 -0.5599 -7.0025 -0.936
H 6.2322 1.9854 -4.1660 0.097
C 2.9553 4.9186 -3.9892 -0.030
O 11.1973 -1.2639 -18.9793 0.128
H 3.7169 5.4829 -3.4510 0.095
O 4.4046 3.6806 -6.9855 0.112
H 12.4658 3.6791 -13.4253 0.092
C 4.1635 3.8845 -5.8250 -0.588
H 0.2080 -3.9114 -11.8311 0.095
H 8.6308 -4.8469 -8.5444 0.022
C 11.2794 -2.0354 -16.2517 -0.085
Pd 6.6343 2.8285 -11.6448 0.996



# 3
56
Properties=species:S:1:pos:R:3:lowdin_charge:R:1 method="wB97M-V/def2-TZVPD" total_energy_ev=-153908.9201 largest_force_ev_per_a=4.357 homo_energy_ev=-10.1 homo_lumo_gap_ha=0.2002 total_charge=+1 lumo_energy_ev=-4.65
H 1.2282 0.9787 5.1166 0.110
H -0.2235 0.1031 -4.1473 0.111
N 3.8242 -1.9326 3.5788 -0.130
O 1.1338 -2.2028 -2.1353 0.036
O -3.7270 2.3423 -0.3426 -0.074
Ga 0.5406 -0.2514 -0.0929 0.230
C 2.8686 -1.0785 3.1161 -0.613
H -2.8867 2.1898 0.1402 0.003
C -1.0982 -2.3214 0.6942 -0.187
H 5.5416 -3.0712 3.3323 0.103
H 1.8359 2.9714 2.2359 0.095
H 1.1687 0.9434 3.3251 0.062
C 1.3824 3.3933 1.3265 0.010
N 0.3816 -1.8956 -1.0495 -0.011
H -1.4887 -3.7975 2.1996 0.116
H 5.1996 -1.9120 2.0025 0.077
H -1.3847 0.6047 1.7087 0.062
H 4.4296 -2.6470 5.5149 0.131
O 0.0288 0.1621 -3.2080 -0.128
H 2.3875 -0.9758 6.3459 0.132
Se 2.7532 -0.5618 1.3577 0.946
C 1.1336 0.3332 4.2341 -0.005
H 3.0754 2.9037 -2.3131 0.104
H -4.1091 1.4509 -0.4410 0.036
H -2.7232 -3.6807 0.9253 0.100
H 1.7075 -1.3640 -2.2792 0.088
H -2.6062 -2.4073 2.1830 0.093
N -0.8375 -1.0310 0.9609 -0.022
H 2.0494 4.1708 0.9567 0.080
C -1.1054 0.6090 -2.4484 -0.124
N 0.0674 1.5380 0.4466 -0.159
H 4.2517 -3.4118 2.1365 0.104
C 4.7573 -2.6234 2.7113 -0.039
O -0.9907 1.9200 1.1083 -0.167
C -0.4597 -2.7873 -0.4956 -0.187
C 3.7545 -2.0265 4.9557 -0.016
C 1.1703 2.3322 0.3184 -0.245
C 3.1791 2.7408 -1.2343 0.006
H -1.8035 -4.1663 -1.3973 0.110
C 2.7584 -1.2039 5.3672 -0.016
H -0.1321 -4.2553 -2.0164 0.095
O -1.4779 -0.4043 1.9717 0.002
H -1.8726 1.0595 -3.1001 0.110
C 2.0454 1.9409 -0.7230 -0.268
H 3.1663 3.7090 -0.7270 0.076
H -0.7659 1.3755 -1.7445 0.066
H -0.5431 -4.9270 -0.4108 0.110
O 2.5229 0.1050 -2.0827 -0.117
H -1.5257 -0.2441 -1.8979 0.071
H 4.1481 2.2592 -1.0514 0.102
N 2.2159 -0.6256 4.2324 -0.112
N 1.8011 0.6880 -1.1943 -0.201
C -2.0386 -3.0946 1.5498 0.026
H 0.1646 -0.1814 4.2644 0.102
H 0.4255 3.8446 1.6005 0.095
C -0.7406 -4.1088 -1.1201 0.025



# 4
59
Properties=species:S:1:pos:R:3:lowdin_charge:R:1 method="wB97M-V/def2-TZVPD" smiles="O=S1(=O)OCCO1.O=S1(=O)OCCO1.O=S1(=O)OCCO1.C1CCOC1.C1CCOC1" total_energy_ev=-76136.4176 largest_force_ev_per_a=5.099 homo_energy_ev=-9.8 homo_lumo_gap_ha=0.3652 relative_energy_kcal_mol=52.7 lumo_energy_ev=0.11
H 16.0161 -4.1333 -7.7321 0.101
C 17.3151 -6.6420 -11.2921 -0.151
H 11.4484 -3.5921 -9.7866 0.127
C 16.6736 -7.9777 -10.8688 -0.218
C 15.4972 -4.3123 -5.6047 -0.188
H 12.1341 2.7421 -10.4500 0.131
H 18.3999 -6.5938 -11.1967 0.107
O 12.9295 -3.1973 -7.2265 -0.256
O 14.2664 -2.8343 -9.4472 -0.199
O 17.4425 -5.2449 -6.6421 -0.223
O 14.5417 0.5525 -13.5790 -0.252
C 8.0822 -2.9647 -10.6338 -0.227
O 17.7838 -7.1350 -4.8278 -0.274
S 17.6098 -5.6484 -5.0043 0.817
C 13.0964 2.5043 -10.9032 -0.223
C 5.9124 -2.0350 -10.7261 -0.179
H 16.3361 -8.4694 -11.7812 0.116
C 6.9819 -2.4106 -9.7541 -0.185
C 12.0096 -2.7439 -10.1788 -0.108
O 13.1137 2.2514 -12.2474 -0.171
O 14.0882 0.3527 -11.1319 -0.210
H 16.6011 -6.8605 -8.5613 0.121
S 13.4821 -2.1843 -8.1739 0.724
O 12.1531 0.0223 -12.8719 -0.261
C 15.9000 -6.5415 -9.3326 -0.204
H 17.0086 -4.8340 -9.9825 0.100
H 9.0907 -2.8405 -10.2393 0.095
H 6.3114 -2.3967 -12.8349 0.113
H 13.8224 -2.7511 -11.4426 0.135
S 13.4468 0.6764 -12.5950 0.741
H 5.0989 -2.7578 -10.7890 0.114
H 7.4709 -1.6501 -9.1453 0.120
H 13.0177 0.8533 -9.4290 0.113
O 12.2624 -1.7184 -9.1328 -0.223
H 14.6302 1.6057 -9.6532 0.136
H 11.5466 -2.2803 -11.0498 0.134
C 13.6975 1.3218 -10.1407 -0.142
H 15.6490 -5.2242 -11.0734 0.095
H 13.4461 -4.2060 -10.8006 0.126
H 6.7344 -3.2301 -9.0793 0.114
H 8.0745 -3.9980 -10.9807 0.119
H 5.4841 -1.1401 -10.2745 0.109
O 14.1410 -0.9583 -7.6904 -0.243
C 13.4181 -3.1546 -10.5143 -0.210
O 15.5748 -7.6786 -10.0596 -0.135
C 16.4909 -4.1759 -6.7519 -0.180
O 16.0433 -5.1834 -4.6308 -0.201
H 17.2335 -6.4404 -12.3602 0.101
H 6.5675 -0.6991 -12.2854 0.115
O 18.6069 -4.7497 -4.3508 -0.273
H 15.3299 -3.3679 -5.0867 0.135
C 16.4738 -5.6357 -10.4917 -0.138
H 13.6474 3.4318 -10.7475 0.132
C 6.6556 -1.7538 -12.0248 -0.141
H 17.1020 -3.2758 -6.6842 0.131
H 14.9697 -6.1111 -8.9619 0.117
H 17.3757 -8.6938 -10.4417 0.118
H 14.5272 -4.6986 -5.9175 0.115
O 8.0934 -2.0366 -11.7204 -0.158



What did the second record say?
60
Properties=species:S:1:pos:R:3:lowdin_charge:R:1 method="wB97M-V/def2-TZVPD" total_energy_ev=-95813.3652 largest_force_ev_per_a=4.329 multiplicity=3 homo_energy_ev="-12.4 / -12.4" homo_lumo_gap_ha="0.2026 / 0.1515" total_charge=+1 lumo_energy_ev="-6.88 / -8.27"
O 2.5773 -0.7219 -11.3882 0.050
C 5.9476 2.4565 -5.1068 -0.069
O 12.6311 3.9208 -15.4530 -0.021
H 10.6636 4.7054 -19.0736 0.097
O 0.4311 -1.4802 -11.6846 -0.038
H 1.1984 -4.3041 -10.5177 0.100
H 11.7950 -2.3317 -15.3382 0.090
H 13.9762 3.1379 -14.2908 0.102
O 11.3869 4.5666 -17.1807 -0.023
O 3.3031 4.7903 -5.3790 0.021
H 10.3661 -2.6226 -16.3462 0.099
C 13.4321 -1.7678 -20.4334 -0.055
O 12.2606 -2.3895 -17.1918 -0.040
Cl 14.5276 1.2099 -6.6361 0.431
H 9.3777 4.9972 -17.8696 0.094
C 11.3626 4.0701 -15.9117 -0.495
H 0.1539 0.4899 -12.3937 0.095
Cl 12.9516 -1.2337 -5.8350 0.462
O 13.1070 -2.4333 -19.2285 0.008
C 1.7809 -1.6912 -11.5420 -0.513
Cl 6.5699 -5.5564 -7.4839 0.472
H 0.1322 0.2915 -10.6407 0.095
H 13.6703 -0.7077 -20.3465 0.104
O 4.9142 3.3502 -4.8333 -0.023
H 15.0241 -1.2170 -6.9322 0.025
C 12.1162 -1.9048 -18.5216 -0.530
C 10.2768 4.4234 -18.0943 -0.019
Cl 7.5639 -5.9488 -10.2902 0.486
O 2.1041 -2.9416 -11.7984 0.021
H 2.0312 5.4955 -3.9509 0.097
C -0.1274 -0.1856 -11.5858 -0.057
H 12.4731 2.1410 -14.2746 0.092
C 12.8863 3.1496 -14.2802 -0.042
H 11.1718 -0.9566 -16.1385 0.089
H 14.3642 -2.2316 -20.7561 0.093
F 8.8602 0.3067 -10.2892 0.002
H 1.6662 -4.8863 -12.1279 0.103
H 10.1060 3.3469 -18.1026 0.097
H 2.8244 4.0056 -3.4084 0.098
H 5.6454 1.6937 -5.8244 0.097
C 1.2592 -4.0406 -11.5736 -0.046
C 7.5836 -4.9169 -8.8383 -0.996
H 12.8182 -2.0069 -21.3017 0.099
H 6.9105 2.8774 -5.3961 0.094
H 7.1909 -3.9447 -9.1362 0.016
H -1.2149 -0.2544 -11.6115 0.096
O 10.3319 3.7546 -15.2373 0.029
H 13.8355 -0.5329 -8.0436 0.018
C 14.1572 -0.5599 -7.0025 -0.936
H 6.2322 1.9854 -4.1660 0.097
C 2.9553 4.9186 -3.9892 -0.030
O 11.1973 -1.2639 -18.9793 0.128
H 3.7169 5.4829 -3.4510 0.095
O 4.4046 3.6806 -6.9855 0.112
H 12.4658 3.6791 -13.4253 0.092
C 4.1635 3.8845 -5.8250 -0.588
H 0.2080 -3.9114 -11.8311 0.095
H 8.6308 -4.8469 -8.5444 0.022
C 11.2794 -2.0354 -16.2517 -0.085
Pd 6.6343 2.8285 -11.6448 0.996